The following is a quantum chemistry calculation of a structure of composition C32H27BaClN4O5S in a non-equilibrium geometry, from the Open Molecules 2025 dataset.

Total charge ... -2
Highest occupied orbital energy ... -1.447 eV
Energy above the lowest of the compared OMol25 structures with the same formula, charge and spin ... 37.4 kcal per mole
LUMO ... 4.10 eV
Kohn-Sham gap ... 5.551 eV

Geometry as XYZ:
```
71
Properties=species:S:1:pos:R:3:forces:R:3
Ba 0.528 -0.052 0.175 -3.127 2.584 -1.232
O 2.761 -3.654 0.955 0.082 -0.215 0.080
S 2.445 -2.283 0.626 0.865 -1.068 0.431
O 1.583 -1.603 1.597 1.474 -1.682 0.819
N 1.827 -2.033 -0.775 0.945 -1.092 -0.753
C 2.417 -2.524 -1.945 -0.586 0.512 0.329
C 3.433 -3.443 -2.062 0.187 -0.221 -0.006
C 3.896 -3.871 -3.331 -0.027 0.030 0.204
C 3.354 -3.403 -4.490 -0.125 0.122 0.027
C 2.310 -2.441 -4.415 0.014 -0.010 -0.088
C 1.688 -1.892 -5.562 0.084 -0.073 0.005
C 0.704 -0.961 -5.425 -0.087 0.082 0.068
C 0.340 -0.545 -4.121 -0.024 0.016 0.058
N 0.890 -1.025 -3.041 0.343 -0.333 0.082
C 1.856 -1.985 -3.161 -0.250 0.313 -0.024
C 4.013 -1.419 0.623 0.249 0.158 0.074
C 4.143 -0.151 0.050 -0.087 -0.277 0.146
C 5.375 0.486 0.107 -0.042 0.066 -0.097
C 6.463 -0.129 0.708 -0.004 -0.070 0.033
C 6.331 -1.396 1.266 -0.052 0.057 -0.050
C 5.104 -2.044 1.225 -0.103 0.214 -0.111
H 3.861 -3.875 -1.166 -0.004 0.007 -0.051
H 4.696 -4.602 -3.370 0.013 -0.008 0.031
H 3.703 -3.744 -5.459 -0.023 0.023 0.028
H 2.008 -2.227 -6.543 0.006 -0.011 -0.011
H 0.207 -0.534 -6.287 0.013 0.002 0.036
H -0.437 0.203 -3.969 0.063 -0.072 -0.011
H 3.308 0.375 -0.416 0.209 -0.213 0.076
H 5.468 1.479 -0.318 0.001 -0.054 0.022
H 7.418 0.383 0.745 -0.008 -0.014 -0.003
H 7.182 -1.880 1.730 0.003 0.003 0.008
H 4.971 -3.030 1.650 -0.009 0.024 -0.019
Cl 1.094 2.340 7.986 -0.029 -0.046 -0.143
C 0.766 1.866 6.317 -0.189 -0.043 0.040
C -0.518 1.414 5.962 0.034 0.019 0.083
C -0.791 1.051 4.672 -0.024 0.030 0.065
C 0.195 1.121 3.624 -0.190 -0.170 -0.315
O -0.098 0.809 2.437 -0.132 0.216 1.174
C 1.495 1.564 4.034 0.356 0.075 -0.028
C 2.627 1.653 3.115 -0.263 -0.063 -0.117
O 2.655 1.402 1.926 -0.078 0.020 0.238
C 1.745 1.930 5.366 0.130 0.020 -0.045
H -1.287 1.350 6.725 0.020 0.009 -0.021
H -1.776 0.692 4.389 0.067 0.036 0.049
H 3.562 1.997 3.608 0.069 0.058 0.065
H 2.741 2.267 5.634 -0.001 -0.006 -0.001
C -3.244 1.377 1.270 -0.019 -0.026 0.148
N -2.158 1.852 0.456 0.026 -0.009 -0.141
C -1.607 3.088 0.951 0.105 0.115 0.091
C -2.489 1.922 -0.959 0.039 -0.004 -0.063
C -2.814 0.560 -1.552 0.133 0.201 0.166
C -3.902 0.403 -2.410 0.105 -0.165 -0.085
C -4.119 -0.825 -3.039 0.204 0.019 0.138
C -3.238 -1.876 -2.782 -0.010 0.213 0.087
C -2.175 -1.684 -1.890 -0.259 0.006 -0.004
C -1.915 -0.469 -1.222 -0.225 -0.804 -0.451
H -4.076 2.107 1.323 -0.056 0.033 -0.020
H -2.886 1.194 2.288 0.015 0.028 -0.078
H -3.632 0.441 0.867 0.042 0.010 -0.013
H -2.350 3.909 0.962 -0.079 0.043 -0.026
H -0.764 3.392 0.327 -0.021 -0.052 0.022
H -1.237 2.947 1.971 -0.067 -0.009 -0.095
H -1.584 2.298 -1.447 -0.078 0.041 -0.078
H -3.300 2.652 -1.161 -0.081 0.017 0.078
H -4.573 1.240 -2.605 0.011 -0.021 -0.001
H -4.953 -0.954 -3.722 -0.034 -0.013 -0.008
H -3.380 -2.837 -3.275 -0.008 0.046 0.017
H -1.513 -2.544 -1.719 -0.095 0.160 -0.048
O 2.594 3.662 -2.116 -0.289 -0.329 0.221
C 1.890 2.836 -1.573 -0.255 -0.305 0.197
N 1.196 2.020 -1.038 1.131 1.852 -1.203
```
Forces are in eV/Å.